# 1
A molecular structure, C23H23Br2EuN6OS2 in a non-equilibrium geometry. Source: OMol25; level of theory: the ωB97M-V functional and the def2-TZVPD basis.

Its charge is -1. For the calculated total energy, the calculation gives -7948.93278 Ha. For the LUMO energy (spin up / spin down), the calculation gives 2.08 / 2.08 eV. For the HOMO-LUMO gap (spin up / spin down), the calculation gives 0.23222 / 0.24045 Eh. The calculation puts the energy above the lowest of the compared OMol25 structures with the same formula, charge and spin at 56.2 kJ/mol. Its spin multiplicity is 8.

Each line ends with the Mulliken spin population.
Positions of all 58 atoms, in Å:
Eu (0.531, -0.502, -0.555)  6.9866
C (-2.128, 2.167, 1.967)  -0.0034
C (-0.804, 2.921, 1.614)  0.0009
C (-0.622, 4.256, 2.052)  -0.0008
C (0.436, 5.004, 1.726)  0.0017
C (1.444, 4.435, 0.850)  0.0003
C (2.653, 5.108, 0.452)  0.0011
Br (3.159, 6.671, 1.458)  0.0000
C (3.363, 4.623, -0.603)  -0.0004
C (2.922, 3.388, -1.162)  -0.0001
Br (3.763, 2.759, -2.749)  0.0000
C (1.923, 2.535, -0.706)  -0.0081
O (1.619, 1.460, -1.282)  -0.0001
C (1.203, 3.131, 0.389)  0.0045
N (0.093, 2.381, 0.775)  0.0101
H (-2.460, 2.493, 2.915)  0.0001
H (-1.915, 1.107, 1.959)  0.0053
H (-2.895, 2.431, 1.230)  0.0000
H (-1.382, 4.681, 2.652)  -0.0002
H (0.537, 6.000, 2.119)  0.0000
H (4.219, 5.130, -1.023)  0.0000
S (2.394, -2.044, 1.022)  -0.0082
C (1.260, -3.293, 0.775)  -0.0036
S (0.449, -3.493, -0.699)  -0.0078
C (1.020, -4.240, 1.806)  0.0076
C (1.565, -4.146, 3.085)  -0.0003
N (2.007, -4.089, 4.149)  0.0002
C (-0.031, -5.232, 1.645)  -0.0003
N (-0.870, -6.006, 1.471)  0.0000
N (-2.090, -0.934, -1.515)  0.0014
C (-1.558, -1.375, -2.777)  0.0056
C (-0.852, -0.238, -3.492)  -0.0003
C (-0.012, -0.655, -4.663)  0.0004
C (1.132, -1.558, -4.195)  0.0004
N (1.825, -0.917, -3.094)  -0.0003
H (-2.549, -1.754, -1.087)  0.0014
H (-2.839, -0.244, -1.583)  0.0009
H (-2.273, -1.762, -3.500)  -0.0016
H (-0.905, -2.181, -2.521)  -0.0049
H (-0.193, 0.295, -2.776)  0.0121
H (-1.618, 0.456, -3.769)  0.0004
H (0.362, 0.216, -5.169)  -0.0004
H (-0.636, -1.173, -5.367)  -0.0002
H (1.795, -1.858, -4.968)  -0.0002
H (0.758, -2.500, -3.817)  -0.0009
H (2.246, -0.034, -3.273)  -0.0003
H (2.589, -1.497, -2.790)  0.0002
C (-2.190, -2.689, 3.777)  0.0001
C (-2.925, -2.283, 2.688)  0.0006
C (-2.325, -1.420, 1.824)  0.0015
N (-1.030, -0.995, 1.926)  0.0005
C (-0.361, -1.422, 2.987)  0.0013
C (-0.873, -2.282, 3.930)  -0.0010
H (-2.562, -3.399, 4.528)  0.0000
H (-3.967, -2.651, 2.542)  0.0000
H (-2.892, -1.005, 0.990)  -0.0007
H (0.686, -1.142, 3.118)  -0.0012
H (-0.192, -2.636, 4.715)  0.0000

=====

# 2
10 unconnected molecules or ions with the total composition C33H64Cl6O21 in a non-equilibrium geometry. Source: OMol25; level of theory: the ωB97M-V functional and the def2-TZVPD basis.

Its charge is 0. For the calculated total energy, the calculation gives -5636.94110 Ha. For the LUMO energy, the calculation gives 0.26 eV. For the HOMO-LUMO gap, the calculation gives 0.39828 Eh.

Each line ends with the Löwdin charge.
Positions of all 124 atoms, in Å:
C (17.438, -0.945, 11.231)  -0.0535
C (16.692, 0.056, 10.396)  -0.2204
O (17.352, 0.440, 9.235)  0.0381
C (17.042, 1.603, 8.671)  -0.5427
O (16.102, 2.351, 9.073)  0.0541
O (17.895, 2.015, 7.748)  0.0086
C (19.044, 1.208, 7.327)  0.0110
H (18.407, -0.653, 11.635)  0.0497
H (17.861, -1.756, 10.639)  0.0808
H (16.855, -1.452, 12.000)  0.0833
H (16.548, 0.952, 11.000)  0.0925
H (15.692, -0.280, 10.121)  0.1354
H (18.790, 0.183, 7.057)  0.0994
H (19.744, 1.157, 8.161)  0.0700
H (19.537, 1.748, 6.519)  0.1006
C (17.628, -8.174, 22.738)  -0.0624
C (18.358, -6.844, 22.885)  -0.2008
O (18.887, -6.459, 21.619)  0.0348
C (18.328, -5.524, 20.884)  -0.5592
O (17.361, -4.886, 21.276)  0.0944
O (19.107, -5.237, 19.801)  0.0020
C (18.693, -4.156, 18.957)  -0.0480
H (17.210, -8.528, 23.680)  0.0750
H (18.369, -8.926, 22.464)  0.0764
H (16.773, -8.146, 22.063)  0.0824
H (19.147, -6.869, 23.637)  0.1271
H (17.623, -6.097, 23.185)  0.1141
H (17.651, -3.883, 19.120)  0.0904
H (18.850, -4.424, 17.913)  0.0854
H (19.290, -3.253, 19.086)  0.0901
C (25.724, 2.925, 12.647)  -0.0814
C (25.166, 1.952, 11.706)  -0.2086
O (23.711, 1.956, 11.888)  0.0115
C (23.029, 0.961, 11.303)  -0.5929
O (23.433, -0.114, 10.884)  0.1141
O (21.761, 1.278, 11.477)  -0.0211
C (20.715, 0.478, 10.940)  -0.0304
H (25.378, 3.931, 12.413)  0.0844
H (26.813, 2.941, 12.598)  0.0872
H (25.383, 2.658, 13.647)  0.0814
H (25.626, 1.001, 11.974)  0.1283
H (25.139, 2.225, 10.651)  0.1383
H (20.860, 0.427, 9.861)  0.0902
H (19.814, 0.985, 11.286)  0.0838
H (20.699, -0.571, 11.234)  0.0972
C (13.776, 2.671, 17.978)  -0.0576
C (14.499, 3.908, 17.500)  -0.2276
O (13.562, 4.893, 17.054)  0.0426
C (13.192, 4.790, 15.736)  -0.4817
O (13.640, 4.042, 14.848)  0.0750
O (12.353, 5.805, 15.450)  0.0035
C (11.814, 6.117, 14.213)  -0.0653
H (13.212, 3.037, 18.836)  0.0813
H (14.516, 1.924, 18.264)  0.0876
H (13.069, 2.276, 17.248)  0.0619
H (15.154, 3.565, 16.699)  0.1037
H (15.199, 4.208, 18.280)  0.1286
H (11.226, 7.020, 14.049)  0.1014
H (11.133, 5.316, 13.925)  0.1017
H (12.578, 6.245, 13.446)  0.0769
C (17.833, 3.268, 12.460)  -0.0314
C (16.811, 2.356, 13.229)  -0.1829
O (17.251, 1.016, 13.495)  0.0055
C (17.021, 0.523, 14.713)  -0.5720
O (16.410, 1.006, 15.670)  0.0892
O (17.617, -0.697, 14.709)  -0.0403
C (17.632, -1.556, 15.946)  0.0301
H (17.992, 2.936, 11.434)  0.0511
H (18.774, 3.335, 13.006)  0.0279
H (17.388, 4.252, 12.312)  0.0636
H (15.872, 2.329, 12.675)  0.0813
H (16.544, 2.887, 14.143)  0.1138
H (18.042, -2.545, 15.738)  0.0888
H (16.599, -1.557, 16.293)  0.0826
H (18.242, -1.025, 16.677)  0.0887
C (17.696, -5.531, 12.893)  -0.0356
C (16.927, -6.391, 14.058)  -0.1979
O (16.379, -5.585, 14.999)  0.0549
C (15.283, -4.916, 14.799)  -0.6303
O (14.546, -4.929, 13.821)  0.1154
O (15.023, -4.202, 15.850)  0.0110
C (13.984, -3.262, 15.782)  -0.1043
H (18.155, -6.160, 12.130)  0.0598
H (18.498, -4.819, 13.091)  0.0635
H (16.927, -5.069, 12.275)  0.0570
H (17.676, -7.079, 14.451)  0.1144
H (16.228, -7.106, 13.624)  0.1244
H (13.765, -2.655, 16.661)  0.0596
H (13.055, -3.808, 15.618)  0.0976
H (14.238, -2.641, 14.923)  0.0806
O (21.229, 3.586, 7.676)  0.0952
C (20.295, 4.230, 8.174)  -0.5828
O (19.687, 3.987, 9.307)  0.0732
C (18.510, 4.757, 9.414)  -0.1389
C (18.581, 5.771, 8.266)  -0.0635
O (19.671, 5.196, 7.499)  0.0718
H (17.772, 3.973, 9.248)  0.0967
H (18.338, 5.304, 10.341)  0.1187
H (18.855, 6.757, 8.641)  0.1303
H (17.577, 5.700, 7.846)  0.1373
Cl (12.085, -0.789, 15.753)  0.6372
C (12.280, 0.555, 14.613)  -0.6321
C (13.248, 0.251, 13.494)  -0.6686
Cl (13.169, 1.332, 12.128)  0.6507
H (12.619, 1.414, 15.192)  0.0429
H (11.335, 0.829, 14.145)  0.0720
H (13.050, -0.730, 13.061)  0.0703
H (14.287, 0.371, 13.802)  0.0513
Cl (15.076, 6.077, 10.856)  0.5836
C (14.065, 4.707, 11.305)  -0.7078
C (12.620, 4.884, 10.845)  -0.6205
Cl (12.396, 5.062, 9.022)  0.4942
H (14.103, 4.363, 12.339)  0.0459
H (14.450, 3.791, 10.856)  0.0376
H (12.348, 5.845, 11.281)  0.0353
H (11.908, 4.164, 11.247)  0.0634
Cl (23.117, 2.767, 18.233)  0.5636
C (21.772, 2.199, 17.242)  -0.6653
C (22.026, 2.705, 15.768)  -0.5811
Cl (20.620, 2.253, 14.653)  0.5576
H (20.856, 2.677, 17.590)  0.0600
H (21.580, 1.131, 17.343)  0.0678
H (22.996, 2.400, 15.376)  0.0575
H (22.042, 3.795, 15.769)  0.0580

=====

> charge of number 2 (C33H64Cl6O21)?

0

=====

> Which value of charge does entry 2 give?

0

=====

> Which value of calculated total energy does entry 2 give?

-5636.94110 Ha

=====

> Which value of charge does entry 2 give?

0